Density functional theory data (wB97M-V/def2-TZVPD) for C38H28BeN4O2SSbSe as an isolated structure.

CARTESIAN COORDINATES (ANGSTROEM)
Be: 0.081 -0.495 0.059
Se: -0.391 -3.052 6.958
N: -1.452 -2.025 6.000
C: -0.890 -1.866 4.828
C: -1.470 -1.086 3.750
C: -2.687 -0.410 3.836
C: -3.152 0.262 2.725
C: -2.384 0.262 1.565
N: -1.209 -0.336 1.485
C: -0.767 -1.020 2.546
C: 0.505 -1.692 2.366
N: 1.080 -1.539 1.162
C: 2.260 -2.101 0.943
C: 2.921 -2.850 1.910
C: 2.335 -3.022 3.147
C: 1.094 -2.433 3.391
C: 0.376 -2.535 4.648
N: 0.805 -3.220 5.679
H: -3.240 -0.438 4.766
H: -4.100 0.779 2.746
H: -2.728 0.750 0.660
H: 2.693 -1.937 -0.035
H: 3.884 -3.286 1.689
H: 2.807 -3.592 3.935
C: 2.464 -0.637 -3.180
C: 1.298 -0.943 -2.283
O: 1.187 -0.250 -1.245
C: 0.359 -1.961 -2.628
C: 0.520 -2.784 -3.767
C: -0.404 -3.739 -4.082
C: -1.545 -3.889 -3.272
C: -1.742 -3.099 -2.171
C: -0.785 -2.127 -1.796
O: -0.980 -1.416 -0.731
H: 3.039 0.185 -2.761
H: 2.125 -0.375 -4.183
H: 3.107 -1.515 -3.266
H: 1.386 -2.657 -4.404
H: -0.266 -4.377 -4.944
H: -2.280 -4.643 -3.523
H: -2.620 -3.203 -1.547
S: 1.039 1.577 1.042
Sb: -0.301 3.140 0.045
C: 0.873 4.827 -0.489
C: 1.984 4.643 -1.304
C: 2.778 5.731 -1.633
C: 2.469 6.991 -1.137
C: 1.368 7.166 -0.312
C: 0.562 6.083 0.013
C: -1.579 3.796 1.624
C: -2.966 3.852 1.592
C: -3.665 4.185 2.745
C: -2.984 4.456 3.921
C: -1.597 4.404 3.950
C: -0.893 4.072 2.804
C: -1.290 2.421 -1.701
C: -0.467 2.055 -2.762
C: -1.011 1.429 -3.873
C: -2.372 1.162 -3.923
C: -3.195 1.555 -2.879
C: -2.658 2.188 -1.766
H: 2.249 3.655 -1.662
H: 3.642 5.593 -2.270
H: 3.092 7.838 -1.390
H: 1.132 8.146 0.082
H: -0.301 6.223 0.653
H: -3.515 3.656 0.680
H: -4.746 4.238 2.718
H: -3.535 4.715 4.816
H: -1.060 4.611 4.867
H: 0.189 4.012 2.830
H: 0.595 2.260 -2.725
H: -0.371 1.142 -4.698
H: -2.793 0.655 -4.781
H: -4.260 1.369 -2.925
H: -3.317 2.512 -0.972

Computed properties:
F_max = 0.61 eV/Å
LUMO energy = -3.077 eV
Energy relative to the best compared isomer or geometry (same formula, charge and spin) = 18.4 kcal per mole
Charge = +1
Multiplicity = 1
HOMO level = -10.496 eV

Here are the Löwdin charges for atoms 1 to 4, given in e: 0.01 1.17 -0.23 -0.33

Density functional theory data (wB97M-V/def2-TZVPD) for C38H29AsN6O3PbS2 as an isolated structure.

CARTESIAN COORDINATES (ANGSTROEM)
Pb: -0.472 -1.916 0.296
O: -3.560 -5.236 0.452
C: -2.674 -4.413 0.674
N: -1.630 -4.016 -0.119
C: -1.358 -4.839 -1.190
O: -1.665 -6.007 -1.327
C: -0.633 -4.260 -2.358
C: -0.366 -5.077 -3.435
C: 0.530 -4.644 -4.406
C: 1.112 -3.390 -4.342
C: 0.646 -2.580 -3.309
N: -0.161 -3.000 -2.337
C: -2.816 -3.638 1.988
C: -3.389 -4.301 3.115
C: -3.474 -3.539 4.262
C: -3.107 -2.210 4.278
C: -2.648 -1.661 3.140
N: -2.497 -2.361 2.007
H: -0.697 -6.101 -3.446
H: 0.737 -5.264 -5.271
H: 1.862 -3.143 -5.076
H: 0.977 -1.535 -3.251
H: -3.706 -5.301 3.015
H: -3.776 -3.994 5.188
H: -3.174 -1.659 5.215
H: -2.317 -0.651 3.101
N: 2.957 -2.720 3.665
C: 1.815 -2.329 3.060
S: 0.970 -3.455 2.055
N: 1.560 -1.071 3.302
N: 0.430 -0.526 2.732
C: 0.186 0.634 3.169
C: -0.810 1.646 2.840
C: -0.733 2.772 3.620
C: -1.567 3.861 3.414
C: -2.448 3.849 2.339
C: -2.553 2.703 1.537
C: -1.714 1.607 1.790
O: -1.676 0.527 0.898
H: 3.428 -3.533 3.456
H: 3.464 -2.003 4.132
H: 0.878 0.968 3.978
H: -0.009 2.814 4.368
H: -1.440 4.733 4.029
H: -3.072 4.704 2.039
H: -3.229 2.599 0.676
S: -2.650 0.506 -0.452
C: -1.883 1.564 -1.619
C: -2.736 1.628 -2.746
C: -2.249 2.208 -3.931
C: -1.012 2.852 -3.942
C: -0.203 2.826 -2.812
C: -0.644 2.178 -1.650
As: 0.679 1.947 -0.232
C: 1.618 3.633 -0.562
C: 0.930 4.770 -0.187
C: 1.433 6.063 -0.380
C: 2.756 6.214 -0.778
C: 3.479 5.043 -1.069
C: 2.938 3.765 -0.971
C: 2.015 0.722 -0.916
C: 2.558 -0.127 0.061
C: 3.485 -1.098 -0.296
C: 3.913 -1.231 -1.589
C: 3.306 -0.441 -2.607
C: 2.438 0.563 -2.250
H: -3.742 1.232 -2.809
H: -2.976 2.285 -4.782
H: -0.631 3.338 -4.878
H: 0.758 3.302 -2.793
H: -0.040 4.583 0.274
H: 0.849 6.909 0.015
H: 3.222 7.213 -0.785
H: 4.564 5.084 -1.262
H: 3.507 2.843 -1.048
H: 2.240 -0.117 1.083
H: 3.829 -1.853 0.413
H: 4.573 -2.054 -1.763
H: 3.459 -0.604 -3.662
H: 2.037 1.210 -3.036

Computed properties:
F_max = 2.57 eV/Å
LUMO energy = 0.089 eV
Energy relative to the best compared isomer or geometry (same formula, charge and spin) = 10.0 kcal per mole
Charge = 0
Multiplicity = 1
HOMO level = -7.744 eV

Here are the Löwdin charges for atoms 1 to 4, given in e: 1.19 0.08 -0.44 -0.02

Density functional theory data (wB97M-V/def2-TZVPD) for C38H29Cl2CuF18N8O22S6 as an isolated structure.

CARTESIAN COORDINATES (ANGSTROEM)
Cu: -0.054 -0.115 3.717
C: 11.778 2.522 -0.415
F: 12.422 1.769 0.487
F: 11.257 1.727 -1.331
F: 10.839 3.204 0.198
S: 13.013 3.776 -1.281
O: 12.158 4.720 -1.970
O: 13.769 4.305 -0.122
N: 14.127 2.823 -2.292
S: 13.364 2.782 -3.669
O: 11.905 2.686 -3.661
O: 14.062 3.613 -4.610
C: 13.839 1.044 -4.330
F: 13.288 0.848 -5.541
F: 15.166 0.928 -4.397
F: 13.306 0.256 -3.382
C: -5.043 -2.323 6.775
F: -5.516 -1.123 7.149
F: -5.776 -3.306 7.393
F: -5.295 -2.525 5.497
S: -3.156 -2.506 7.212
O: -3.112 -3.226 8.519
O: -2.430 -3.168 6.167
N: -2.564 -0.849 7.024
S: -2.794 -0.408 8.566
O: -4.062 -0.782 9.218
O: -1.558 -0.656 9.276
C: -2.971 1.508 8.494
F: -2.105 1.921 7.576
F: -4.214 1.782 8.005
F: -2.774 2.023 9.653
C: -0.032 -3.139 -1.610
F: 1.095 -3.008 -2.297
F: -0.914 -3.773 -2.378
F: 0.147 -3.978 -0.588
S: -0.667 -1.413 -0.951
O: -1.503 -0.751 -1.928
O: -1.318 -1.609 0.329
N: 0.766 -0.570 -0.432
S: 1.353 0.222 -1.680
O: 0.909 -0.294 -2.962
O: 1.409 1.656 -1.470
C: 3.204 -0.263 -1.558
F: 3.919 0.544 -0.778
F: 3.253 -1.491 -1.032
F: 3.792 -0.294 -2.719
Cl: -6.965 -4.287 -5.252
C: -7.153 -3.540 -6.858
C: -5.880 -3.043 -7.515
Cl: -6.212 -2.460 -9.126
H: -7.771 -2.642 -6.841
H: -7.718 -4.272 -7.435
H: -5.252 -3.922 -7.663
H: -5.330 -2.232 -7.039
C: -10.466 0.102 -0.733
C: -11.505 0.103 0.134
C: -12.607 0.780 -0.280
C: -12.729 1.455 -1.491
C: -11.631 1.440 -2.355
C: -10.448 0.814 -1.964
N: -14.027 2.098 -1.809
O: -14.025 2.882 -2.810
O: -14.935 2.027 -0.999
H: -9.555 -0.383 -0.416
H: -11.563 -0.547 0.994
H: -13.479 0.774 0.357
H: -11.710 2.086 -3.217
H: -9.547 0.770 -2.558
C: -3.221 6.653 -4.146
C: -4.311 7.460 -3.668
C: -4.170 8.839 -3.726
C: -3.015 9.393 -4.344
C: -1.909 8.599 -4.651
C: -2.035 7.260 -4.630
N: -2.951 10.840 -4.487
O: -1.927 11.466 -4.314
O: -4.008 11.380 -4.779
H: -3.357 5.582 -4.146
H: -5.213 6.945 -3.373
H: -4.987 9.471 -3.411
H: -0.916 8.965 -4.863
H: -1.215 6.696 -5.050
C: 9.319 -5.844 -1.458
C: 9.657 -5.338 -2.673
C: 10.054 -6.132 -3.743
C: 10.097 -7.549 -3.512
C: 9.743 -8.054 -2.258
C: 9.390 -7.163 -1.224
N: 10.386 -8.449 -4.676
O: 11.051 -7.991 -5.566
O: 9.774 -9.516 -4.671
H: 8.960 -5.204 -0.665
H: 9.774 -4.265 -2.721
H: 10.252 -5.603 -4.664
H: 9.748 -9.120 -2.087
H: 9.166 -7.552 -0.242
C: 4.466 -9.208 4.501
C: 4.212 -8.319 3.517
C: 3.974 -7.013 3.866
C: 4.050 -6.524 5.192
C: 4.286 -7.387 6.204
C: 4.564 -8.762 5.868
N: 3.742 -5.133 5.497
O: 3.272 -4.442 4.501
O: 3.943 -4.696 6.637
H: 4.494 -10.258 4.252
H: 4.072 -8.750 2.537
H: 3.639 -6.391 3.049
H: 4.392 -7.092 7.237
H: 4.866 -9.456 6.640
C: -8.057 7.027 3.021
C: -7.830 5.648 3.223
C: -6.593 5.087 3.308
C: -5.451 5.994 3.096
C: -5.636 7.391 2.902
C: -6.928 7.872 2.925
N: -4.089 5.488 3.022
O: -3.922 4.230 2.960
O: -3.182 6.268 3.025
H: -9.025 7.476 3.186
H: -8.646 4.987 3.476
H: -6.500 4.050 3.599
H: -4.866 8.133 2.750
H: -7.153 8.915 2.760

Computed properties:
F_max = 6.34 eV/Å
⟨S²⟩ = 0.760
LUMO energy (spin up / spin down) = -2.138 / -4.761 eV
Charge = -1
Multiplicity = 2
HOMO level (spin up / spin down) = -7.203 / -7.203 eV

Here are the Löwdin charges for atoms 1 to 4, given in e: 0.95 -0.64 0.15 0.15